1.
{
  "formula": "C51H37Cl3CsF6GeN11O2",
  "method": "ωB97M-V with the def2-TZVPD basis set",
  "symbols": ["Cs", "C", "N", "C", "N", "C", "N", "C", "C", "C", "C", "C", "C", "C", "N", "N", "C", "O", "C", "C", "C", "C", "C", "C", "N", "C", "N", "C", "N", "C", "H", "H", "H", "H", "H", "H", "H", "H", "H", "H", "H", "H", "H", "H", "H", "H", "C", "C", "C", "C", "C", "C", "C", "C", "C", "C", "C", "C", "C", "C", "C", "N", "H", "H", "H", "H", "H", "H", "H", "H", "H", "H", "C", "C", "N", "C", "C", "C", "C", "C", "C", "C", "C", "C", "N", "C", "H", "H", "H", "H", "H", "H", "H", "H", "Cl", "Ge", "Cl", "Cl", "C", "C", "O", "C", "F", "F", "F", "C", "F", "F", "F", "H", "H", "H"],
  "xyz": [[-0.859, 0.601, 1.543], [3.661, -3.977, -1.865], [2.315, -3.615, -1.453], [1.827, -2.418, -1.068], [0.533, -2.502, -0.869], [0.259, -3.794, -1.174], [1.307, -4.507, -1.531], [4.155, -3.008, -2.906], [5.349, -2.308, -2.780], [5.700, -1.346, -3.723], [4.841, -1.048, -4.769], [3.652, -1.759, -4.887], [3.331, -2.744, -3.976], [2.592, -1.415, -5.818], [1.804, -2.212, -6.452], [0.784, -1.442, -6.944], [1.026, -0.221, -6.595], [2.180, -0.124, -5.894], [0.122, 0.926, -6.621], [0.544, 2.212, -6.942], [-0.307, 3.281, -6.723], [-1.540, 3.083, -6.119], [-1.964, 1.804, -5.784], [-3.217, 1.595, -4.959], [-2.993, 0.734, -3.799], [-1.955, 0.726, -2.928], [-2.103, -0.251, -2.064], [-3.273, -0.823, -2.436], [-3.841, -0.271, -3.492], [-1.144, 0.722, -6.085], [3.578, -4.989, -2.258], [4.338, -3.997, -1.011], [2.433, -1.537, -0.931], [-0.734, -4.210, -1.125], [6.002, -2.503, -1.937], [6.631, -0.804, -3.619], [5.076, -0.260, -5.473], [2.392, -3.273, -4.084], [1.539, 2.372, -7.338], [0.016, 4.284, -6.968], [-2.160, 3.936, -5.869], [-3.992, 1.112, -5.552], [-3.592, 2.555, -4.601], [-1.137, 1.431, -2.961], [-3.705, -1.667, -1.924], [-1.441, -0.283, -5.808], [-4.826, 2.954, -1.286], [-6.033, 2.584, -0.713], [-6.070, 1.651, 0.309], [-4.892, 1.072, 0.798], [-3.721, 1.455, 0.175], [-3.647, 2.357, -0.848], [-4.885, 0.127, 1.931], [-5.938, 0.113, 2.882], [-5.861, -0.734, 3.946], [-4.746, -1.588, 4.085], [-4.580, -2.481, 5.165], [-3.464, -3.264, 5.244], [-2.476, -3.197, 4.240], [-2.618, -2.357, 3.174], [-3.750, -1.516, 3.078], [-3.841, -0.662, 2.032], [-4.784, 3.720, -2.050], [-6.955, 3.036, -1.058], [-7.026, 1.357, 0.725], [-2.703, 2.643, -1.286], [-6.773, 0.790, 2.776], [-6.637, -0.753, 4.703], [-5.348, -2.533, 5.928], [-3.317, -3.928, 6.086], [-1.592, -3.815, 4.328], [-1.871, -2.290, 2.396], [3.230, -2.688, 2.746], [2.151, -2.086, 2.082], [2.175, -0.853, 1.629], [3.263, -0.102, 1.853], [4.397, -0.605, 2.531], [4.360, -1.942, 2.958], [5.510, 0.251, 2.803], [5.456, 1.564, 2.498], [4.314, 2.120, 1.838], [4.207, 3.495, 1.562], [3.123, 3.958, 0.869], [2.169, 3.030, 0.424], [2.216, 1.746, 0.705], [3.250, 1.287, 1.436], [3.155, -3.709, 3.096], [1.233, -2.642, 1.920], [5.219, -2.357, 3.474], [6.383, -0.177, 3.283], [6.282, 2.224, 2.739], [4.979, 4.167, 1.917], [2.979, 5.009, 0.662], [1.332, 3.367, -0.176], [-3.452, 5.078, 1.595], [-1.539, 3.829, 1.564], [-0.173, 5.411, 2.447], [-0.924, 4.310, -0.701], [1.244, -0.912, 5.516], [0.215, 0.105, 4.961], [-0.237, -0.147, 3.745], [0.927, 1.502, 5.018], [0.111, 2.509, 4.672], [1.468, 1.821, 6.222], [1.955, 1.514, 4.133], [-0.975, 0.156, 5.983], [-0.673, 0.661, 7.206], [-2.008, 0.874, 5.510], [-1.446, -1.095, 6.209], [2.071, -0.969, 4.808], [0.759, -1.885, 5.576], [1.615, -0.625, 6.500]],
  "forces_ev_per_a": [[-0.0184, -0.3393, -1.9131], [0.0935, 0.0308, 0.1237], [-0.0650, 0.1687, 0.1059], [0.1137, -0.1772, 0.0059], [-0.1676, 0.1017, 0.0369], [0.1101, 0.0306, 0.0773], [-0.0782, -0.1954, -0.0627], [0.3506, -0.0608, 0.2491], [-0.0074, -0.0609, -0.0572], [-0.0084, -0.0215, -0.0061], [0.0309, 0.0005, 0.0884], [0.1975, 0.1870, 0.0617], [-0.2392, -0.1732, -0.1957], [-0.2376, 0.1546, -0.4239], [0.3536, -0.2450, 0.2334], [-0.4901, 0.5184, -0.3676], [-0.0774, -0.6401, -0.1399], [0.1856, 0.1153, 0.1088], [-0.1340, 0.2359, 0.1387], [0.0316, -0.0850, -0.0319], [0.0822, 0.1005, -0.0671], [-0.0876, -0.0360, 0.0135], [0.0926, -0.0819, 0.3320], [-0.0731, -0.0259, 0.1018], [0.5376, -0.0436, -0.0358], [-0.3452, -0.1699, -0.3267], [0.1229, 0.0441, 0.2149], [0.0481, 0.2039, -0.2827], [-0.0522, -0.0132, 0.0620], [-0.0018, 0.0607, 0.0848], [0.0283, -0.0072, -0.0236], [-0.0675, 0.0080, 0.0734], [0.0137, -0.0024, -0.0144], [0.0345, -0.0442, -0.0177], [-0.0192, 0.0310, 0.0139], [-0.0197, -0.0031, 0.0117], [0.0076, -0.0081, 0.0091], [-0.0262, 0.0547, 0.0343], [0.0002, 0.0116, 0.0062], [-0.0039, -0.0096, 0.0027], [0.0108, -0.0043, 0.0155], [-0.0800, -0.0195, 0.1046], [-0.0529, 0.0171, -0.1348], [-0.0525, 0.0217, -0.0219], [-0.0360, 0.0292, -0.0228], [0.0057, 0.0118, 0.0389], [-0.0283, -0.1124, 0.1236], [-0.0494, 0.0920, -0.0979], [0.0647, -0.0360, 0.0268], [0.0017, 0.0293, -0.0032], [-0.7121, 0.1584, -0.1938], [0.2283, 0.0513, -0.1260], [0.0727, -0.1609, 0.1602], [-0.0251, -0.0514, 0.0542], [-0.0346, 0.0420, -0.0181], [0.1478, 0.0220, -0.1948], [0.0154, -0.1048, 0.0754], [-0.0553, 0.0190, 0.0311], [0.0342, -0.0770, -0.1208], [0.0425, 0.0024, 0.0372], [-0.2345, -0.1383, 0.3534], [0.0591, 0.0996, -0.2301], [-0.0145, -0.0216, -0.0286], [0.0006, -0.0248, 0.0071], [0.0115, 0.0199, 0.0451], [0.0145, 0.0533, 0.0657], [0.0137, 0.0330, 0.0220], [-0.0134, 0.0197, -0.0164], [0.0180, 0.0347, 0.0130], [-0.0440, -0.0048, 0.0015], [0.0115, 0.0246, -0.0258], [0.0608, -0.0148, 0.0283], [0.0624, 0.0027, 0.0172], [0.0177, 0.0255, 0.0103], [-0.1711, -0.0818, -0.0406], [0.1950, -0.1982, 0.1578], [-0.2496, -0.0139, -0.0979], [-0.0059, 0.0327, -0.0326], [0.1099, 0.1371, 0.0275], [0.1089, -0.1230, 0.0863], [-0.2398, -0.0942, -0.1469], [-0.0201, 0.0018, -0.0372], [0.0944, 0.0027, 0.0534], [-0.0035, -0.0152, -0.0330], [-0.0610, -0.1276, 0.0935], [0.2282, 0.3493, 0.0047], [-0.0200, 0.0056, -0.0161], [0.0110, 0.0215, -0.0359], [-0.0104, -0.0049, 0.0126], [-0.0155, 0.0388, 0.0455], [-0.0094, -0.0023, 0.0183], [0.0141, 0.0049, -0.0329], [-0.0024, -0.0015, 0.0004], [-0.0174, 0.0092, 0.0519], [0.0819, -0.0818, -0.0354], [-0.2402, 1.0830, -0.0992], [0.0698, -0.0157, -0.0093], [-0.0236, 0.0078, 0.0443], [-0.2075, 0.0714, -0.1182], [0.2768, 0.1994, 1.0517], [0.4335, -0.6212, 1.3626], [-0.0312, -0.0754, -0.1724], [0.0711, -0.0577, 0.0487], [-0.0671, -0.0097, -0.2564], [-0.0769, 0.0355, 0.0975], [-0.1151, -0.0507, -0.1695], [-0.0150, -0.0794, -0.1608], [0.1079, -0.0834, 0.1314], [0.0095, 0.1643, -0.0171], [0.0216, 0.0082, 0.0299], [0.0500, -0.0186, -0.0418], [0.0430, -0.0700, 0.0152]],
  "mulliken_charge": [0.86, -1.12, 1.16, -0.55, -0.13, -0.42, -1.09, 0.50, -0.72, -0.74, -0.70, 0.49, -0.07, 0.37, -0.48, -0.53, 0.49, -0.25, 0.47, -0.70, -0.70, -0.69, 0.61, -1.09, 1.38, -0.67, -0.11, -0.39, -1.09, -0.23, 0.35, 0.34, 0.66, 0.48, 0.42, 0.40, 0.48, 0.55, 0.45, 0.40, 0.38, 0.36, 0.30, 0.46, 0.47, 0.51, -0.67, -1.00, -0.52, 0.50, 1.00, -0.62, 0.36, -0.98, -0.96, 1.38, -0.82, -0.59, -0.53, -0.14, -0.53, -0.02, 0.55, 0.35, 0.38, 0.47, 0.28, 0.41, 0.36, 0.38, 0.36, 0.69, -1.16, -0.33, 0.43, 0.31, 1.26, -0.87, -0.96, -1.15, 1.28, -0.80, -0.85, -0.38, 0.11, -0.23, 0.51, 0.39, 0.45, 0.40, 0.38, 0.39, 0.44, 0.51, -0.48, 0.47, -0.47, -0.55, -1.54, 0.76, -0.49, 0.26, -0.23, -0.33, -0.07, 0.51, -0.31, -0.23, -0.23, 0.17, 0.31, 0.39],
  "multiplicity": 2,
  "gap_ev": [7.157, 7.172],
  "energy_ev": -184915.9829,
  "total_charge": -1
}

***

2.
{
  "formula": "C51H38Cl5CoN4Sb",
  "method": "ωB97M-V with the def2-TZVPD basis set",
  "symbols": ["Co", "C", "C", "N", "C", "C", "C", "C", "C", "C", "C", "C", "C", "N", "C", "H", "H", "H", "H", "H", "H", "H", "H", "C", "C", "C", "C", "C", "C", "N", "N", "C", "C", "C", "C", "C", "C", "H", "H", "H", "H", "H", "H", "H", "H", "H", "Cl", "C", "C", "C", "Cl", "C", "Cl", "C", "Cl", "C", "Cl", "C", "C", "C", "C", "C", "C", "C", "Sb", "C", "C", "C", "C", "C", "C", "C", "C", "C", "C", "C", "C", "C", "C", "H", "H", "H", "H", "H", "H", "H", "H", "H", "H", "H", "H", "H", "H", "H", "H", "H", "H", "H", "H", "H"],
  "xyz": [[1.135, -1.357, 1.302], [4.125, -2.234, 4.416], [2.924, -2.281, 3.703], [2.795, -1.768, 2.494], [3.864, -1.160, 1.935], [5.114, -1.066, 2.575], [5.223, -1.629, 3.859], [6.190, -0.418, 1.900], [6.031, 0.078, 0.650], [4.778, -0.006, -0.027], [4.563, 0.491, -1.324], [3.318, 0.356, -1.887], [2.286, -0.225, -1.148], [2.450, -0.676, 0.083], [3.687, -0.603, 0.629], [4.175, -2.687, 5.396], [2.050, -2.760, 4.126], [6.166, -1.580, 4.388], [7.144, -0.332, 2.406], [6.860, 0.551, 0.139], [5.372, 0.972, -1.859], [3.113, 0.701, -2.891], [1.295, -0.320, -1.570], [-1.456, -5.773, 3.380], [-0.252, -5.555, 2.725], [0.205, -4.267, 2.515], [-0.542, -3.171, 2.950], [-1.741, -3.397, 3.635], [-2.190, -4.687, 3.840], [-0.065, -1.871, 2.701], [-0.524, -0.969, 3.461], [-0.031, 0.277, 3.185], [-0.353, 1.369, 4.003], [0.192, 2.605, 3.729], [1.071, 2.756, 2.659], [1.397, 1.668, 1.853], [0.842, 0.418, 2.080], [-1.815, -6.781, 3.538], [0.342, -6.394, 2.385], [1.157, -4.098, 2.027], [-2.309, -2.545, 3.977], [-3.122, -4.854, 4.364], [-1.022, 1.221, 4.844], [-0.058, 3.457, 4.347], [1.505, 3.727, 2.446], [2.103, 1.826, 1.044], [-2.171, -1.485, 0.475], [-1.136, -2.660, -0.266], [0.241, -2.608, -0.033], [0.977, -3.577, -0.727], [2.689, -3.707, -0.446], [0.412, -4.507, -1.597], [1.391, -5.639, -2.451], [-0.969, -4.533, -1.767], [-1.700, -5.705, -2.790], [-1.750, -3.605, -1.089], [-3.459, -3.612, -1.298], [-2.688, 4.567, -1.139], [-1.186, 4.494, -1.214], [-0.476, 5.698, -1.223], [0.904, 5.732, -1.316], [1.609, 4.545, -1.440], [0.918, 3.346, -1.433], [-0.469, 3.296, -1.297], [-1.164, 1.223, -1.284], [-1.132, 1.175, -3.475], [-1.215, 2.377, -4.179], [-1.075, 2.417, -5.557], [-0.846, 1.242, -6.257], [-0.782, 0.042, -5.572], [-0.924, -0.011, -4.184], [-0.857, -1.359, -3.511], [-3.311, 1.319, -1.032], [-4.130, 0.966, -2.097], [-5.509, 0.923, -1.945], [-6.068, 1.220, -0.714], [-5.250, 1.562, 0.354], [-3.866, 1.604, 0.218], [-2.994, 1.928, 1.400], [-3.052, 5.424, -1.706], [-3.016, 4.693, -0.105], [-3.153, 3.669, -1.532], [-1.031, 6.628, -1.166], [1.426, 6.680, -1.302], [2.688, 4.551, -1.540], [1.469, 2.418, -1.552], [-1.382, 3.303, -3.645], [-1.146, 3.362, -6.081], [-0.723, 1.260, -7.333], [-0.619, -0.882, -6.116], [-1.405, -2.102, -4.093], [-1.285, -1.329, -2.511], [0.176, -1.710, -3.430], [-3.686, 0.724, -3.056], [-6.138, 0.649, -2.782], [-7.141, 1.179, -0.578], [-5.696, 1.794, 1.314], [-3.593, 2.248, 2.252], [-2.275, 2.717, 1.163], [-2.420, 1.050, 1.705]],
  "forces_ev_per_a": [[-0.6925, 0.2008, -0.1377], [0.1946, -0.0248, 0.1091], [-0.0422, 0.0140, -0.1982], [0.1456, 0.1525, 0.0091], [0.2964, -0.0953, 0.2834], [-0.4577, -0.1194, 0.0261], [-0.1145, -0.0049, -0.0873], [0.1967, 0.2147, -0.3532], [0.3069, -0.0674, 0.3347], [-0.4529, -0.1103, -0.0576], [-0.1386, -0.0520, 0.0861], [0.2544, 0.0980, -0.0551], [-0.1263, -0.1579, 0.0700], [0.2578, 0.1863, -0.2396], [0.2812, 0.2366, -0.1757], [-0.0101, 0.0243, 0.0138], [-0.0275, 0.0186, -0.0032], [0.0088, -0.0035, 0.0112], [0.0133, -0.0280, -0.0056], [0.0018, 0.0190, 0.0016], [0.0232, -0.0345, -0.0288], [-0.0223, 0.0221, 0.0039], [-0.0172, -0.0759, 0.0718], [0.0555, 0.0447, -0.0190], [-0.0263, -0.1312, 0.1081], [0.1099, 0.3911, 0.0206], [-0.4261, -1.0327, 0.4560], [0.1640, 0.2523, -0.2127], [-0.0282, -0.1086, 0.0450], [-0.2899, 1.1545, 0.2149], [-0.0988, -1.1253, 0.3009], [0.6580, 1.3885, -0.6262], [-0.2990, -0.4508, 0.0950], [-0.0051, 0.1973, 0.0674], [-0.0049, -0.1579, -0.2038], [-0.1699, 0.4076, 0.1604], [0.3929, -0.9204, 0.3667], [-0.0088, -0.0040, -0.0082], [-0.0023, 0.0103, -0.0305], [-0.0195, -0.0008, -0.0940], [-0.0451, -0.0106, -0.0051], [-0.0192, 0.0315, -0.0233], [-0.0131, 0.0373, -0.0019], [0.0031, -0.0164, 0.0165], [-0.0139, 0.0248, 0.0436], [0.0055, -0.0143, -0.0935], [-0.2266, -0.0342, 0.3050], [0.3807, -0.1668, -0.1526], [0.1576, -0.6421, -0.3916], [-0.5260, 0.1438, 0.0055], [0.2761, -0.0233, 0.0703], [0.0680, -0.0272, 0.0234], [0.0230, -0.0766, -0.0425], [0.0323, 0.0415, 0.0678], [-0.0310, -0.0246, -0.0817], [-0.0146, 0.1002, 0.0767], [-0.0486, -0.0265, -0.0591], [0.0822, 0.0253, 0.0291], [0.0767, 0.0886, -0.0156], [0.0060, -0.0310, 0.0244], [0.0065, 0.0474, 0.0059], [0.0862, -0.0334, -0.0051], [-0.0172, -0.0470, 0.0479], [-0.3397, -0.2235, 0.0733], [0.0426, 0.5069, -0.4430], [-0.0416, 0.0508, 0.3310], [0.0038, -0.0253, -0.0880], [-0.0336, 0.0513, -0.0085], [0.0074, -0.0456, 0.0045], [0.0270, 0.0019, -0.0046], [-0.0425, -0.0814, -0.0006], [0.0090, 0.1156, -0.0543], [0.3789, -0.0693, -0.1839], [0.0159, 0.0290, -0.0118], [-0.0370, -0.0803, 0.0035], [-0.0130, 0.0340, -0.0339], [0.0053, -0.0218, 0.0366], [-0.0622, -0.0056, 0.0562], [-0.0294, -0.0015, -0.0934], [-0.0063, 0.0109, 0.0182], [-0.0578, -0.0370, -0.0062], [-0.0689, 0.0111, -0.0208], [0.0048, 0.0068, 0.0207], [-0.0060, 0.0056, -0.0330], [-0.0054, 0.0126, -0.0097], [0.0667, 0.0324, 0.0959], [0.0042, 0.0431, 0.0184], [0.0072, 0.0059, 0.0017], [-0.0181, -0.0023, -0.0062], [-0.0066, 0.0019, -0.0091], [-0.0164, -0.0397, 0.0430], [-0.0044, -0.0605, -0.0097], [-0.0006, -0.0315, 0.0628], [-0.0462, 0.0425, -0.0280], [-0.0051, -0.0049, -0.0034], [-0.0078, 0.0269, -0.0084], [0.0195, -0.0092, 0.0186], [0.0393, 0.0317, 0.0171], [0.0143, 0.0175, 0.0541], [0.0735, 0.0068, 0.0376]],
  "mulliken_charge": [-1.57, -1.17, 0.02, 0.71, 0.33, 0.93, -0.74, -1.02, -0.97, 1.39, -1.30, -1.09, -0.44, 1.67, -0.66, 0.44, 0.40, 0.45, 0.41, 0.44, 0.45, 0.61, 0.76, -0.53, -1.04, 0.41, 0.12, -0.57, -0.75, 2.09, -1.11, -0.09, -0.49, -0.80, -0.66, 0.10, 0.71, 0.42, 0.46, 0.21, 0.47, 0.41, 0.50, 0.38, 0.44, 0.18, -0.13, 0.71, -2.42, 1.63, -0.20, 0.04, -0.22, 0.45, -0.20, -0.08, -0.18, -1.82, 1.23, -0.61, -0.82, -0.64, -0.48, 0.29, 0.37, 0.61, -0.33, -0.88, -0.67, -0.44, 0.46, -1.33, 0.72, -0.95, -0.97, -0.75, -0.82, 1.48, -1.15, 0.54, 0.37, 0.15, 0.43, 0.38, 0.44, 0.17, 0.33, 0.45, 0.36, 0.43, 0.71, -0.25, 0.37, 0.50, 0.46, 0.39, 0.40, 0.51, 0.15, -0.13],
  "multiplicity": 2,
  "gap_ev": [6.917, 6.816],
  "energy_ev": -166240.7550
}